Model A:
This record from the Open Molecules 2025 dataset describes one molecule with the formula C19H27N5O4S. The level of theory is ωB97M-V/def2-TZVPD.

## Properties
SMILES: CN(C)S(=O)(=O)N1CCC(Oc2ccc(C(=O)NCc3cnn(C)c3)cc2)CC1
Highest occupied orbital energy in eV: -8.801

Geometry as ORCA input:
```
! wB97M-V def2-TZVPD RIJCOSX def2/J DEFGRID3
* xyz 0 1
S -0.825 -4.136 -5.083
O -1.422 -5.371 -4.685
O -1.447 -0.248 -0.802
O 1.184 4.354 2.646
O 0.518 -4.129 -5.567
N 2.561 2.665 3.241
N 2.431 2.471 7.684
N -1.785 -3.479 -6.271
N -0.957 -3.030 -3.819
N 1.449 3.308 7.371
C 2.739 3.245 5.600
C 0.233 -2.276 -3.492
C 0.411 3.600 8.317
C -0.542 2.475 1.376
C -1.254 1.632 0.556
C 1.410 1.123 1.084
C 1.589 3.800 6.126
C 3.288 3.447 4.225
C -0.937 -1.391 -1.467
C 1.512 3.186 2.556
C -1.668 -3.475 -2.641
C -3.190 -3.470 -5.944
C -2.138 -2.259 -1.848
C -0.166 -1.011 -2.737
C 0.799 2.226 1.666
C 3.218 2.415 6.626
C 0.705 0.277 0.245
C -1.279 -2.238 -6.804
C -0.640 0.516 -0.020
H -0.566 3.331 7.911
H -2.294 1.812 0.335
H 0.918 -2.879 -2.876
H -2.511 -4.080 -2.972
H 2.668 1.664 3.286
H 0.606 3.014 9.213
H 0.893 4.490 5.695
H 4.095 1.799 6.634
H 3.176 4.493 3.928
H 0.409 4.662 8.571
H -2.820 -1.658 -2.451
H -2.664 -2.577 -0.948
H -1.022 -4.105 -2.012
H -3.769 -3.333 -6.857
H -1.456 -1.397 -6.122
H 1.222 -0.562 -0.195
H -1.762 -2.034 -7.759
H 0.722 -0.427 -2.492
H -0.286 -1.964 -0.790
H -1.008 3.347 1.811
H -0.211 -2.365 -6.959
H -0.817 -0.397 -3.362
H 0.741 -2.037 -4.425
H 4.343 3.163 4.190
H -3.426 -4.437 -5.507
H -3.440 -2.673 -5.233
H 2.460 0.926 1.250
*
```

Model B:
This record from the Open Molecules 2025 dataset describes one molecule with the formula C19H27N5O4S. The level of theory is ωB97M-V/def2-TZVPD.

## Properties
SMILES: CCc1cnn2ccc(C(=O)N(C)[C@H](C)CNC(=O)[C@]3(C)CCCS3(=O)=O)nc12
Highest occupied orbital energy in eV: -8.320

Geometry as ORCA input:
```
! wB97M-V def2-TZVPD RIJCOSX def2/J DEFGRID3
* xyz 0 1
S -3.241 5.140 2.778
O -1.048 5.346 -0.002
O -2.132 4.252 3.024
O -0.277 0.117 -1.135
O -4.582 4.695 3.067
N 0.692 1.804 0.034
N 2.138 -0.476 -2.290
N -2.530 3.645 -0.006
N 4.464 -0.849 -1.888
N 5.540 -1.420 -2.437
C -2.727 7.206 1.193
C 3.235 0.331 -0.312
C 4.420 -0.194 -0.703
C 3.716 -1.699 -3.798
C -1.223 1.182 1.504
C -0.601 2.226 0.589
C -3.306 7.747 2.503
C 0.726 0.692 -0.758
C -2.144 4.903 0.295
C 5.078 -1.929 -3.582
C -3.184 5.753 1.038
C -1.564 2.688 -0.518
C 2.844 -2.131 -4.933
C -2.952 6.720 3.571
C -4.574 5.661 0.411
C 2.092 0.155 -1.151
C 1.839 -3.209 -4.523
C 3.325 -0.989 -2.672
C 1.665 2.889 -0.083
H 1.145 3.801 -0.385
H -1.894 6.749 3.830
H -2.892 8.724 2.748
H -0.525 0.907 2.295
H -1.003 3.170 -1.318
H 2.303 -1.265 -5.322
H -3.046 7.789 0.329
H -0.373 3.104 1.195
H -4.502 5.919 -0.646
H -2.106 1.607 1.983
H 2.418 2.665 -0.834
H 1.186 -2.838 -3.733
H -3.401 3.301 0.360
H -5.257 6.356 0.898
H -4.391 7.857 2.437
H -3.565 6.751 4.469
H -1.505 0.288 0.952
H 3.477 -2.496 -5.745
H 5.347 -0.142 -0.152
H -2.096 1.839 -0.940
H 3.154 0.837 0.637
H 2.353 -4.096 -4.152
H -1.637 7.229 1.221
H -5.015 4.671 0.503
H 1.216 -3.504 -5.369
H 5.764 -2.455 -4.229
H 2.160 3.080 0.872
*
```

Stability summary: most stable model B, least stable model A.

Model A:
This record from the Open Molecules 2025 dataset describes a 2-piece molecular cluster, C3HCl2NO overall. The level of theory is ωB97M-V/def2-TZVPD.

## Properties
<S²>: 2.016
Highest occupied orbital energy (alpha / beta) in eV: -7.564 / -11.997

Geometry as ORCA input:
```
! wB97M-V def2-TZVPD RIJCOSX def2/J DEFGRID3
* xyz 0 3
Cl 0.808 1.463 -0.929
Cl -1.731 0.659 1.766
O 2.806 -0.713 0.215
N -1.795 -1.265 -1.007
C -0.746 -0.851 -0.746
C 1.662 -0.654 0.016
C 0.482 -0.197 -0.383
H -1.487 1.557 1.067
*
```

Model B:
This record from the Open Molecules 2025 dataset describes a 2-piece molecular cluster, C3HCl2NO overall. The level of theory is ωB97M-V/def2-TZVPD.

## Properties
<S²>: 2.016
Highest occupied orbital energy (alpha / beta) in eV: -6.433 / -9.742

Geometry as ORCA input:
```
! wB97M-V def2-TZVPD RIJCOSX def2/J DEFGRID3
* xyz 0 3
Cl -1.280 1.892 1.401
Cl 0.187 -2.678 0.678
O -1.066 0.253 -2.071
N -1.153 0.755 -1.036
C 1.082 -1.360 0.495
C 1.681 -0.336 0.414
C -1.396 0.895 0.112
H 1.947 0.580 0.007
*
```

Stability summary: most stable model A, least stable model B.

Model A:
This record from the Open Molecules 2025 dataset describes a 17-piece molecular cluster, H33O17 overall. The level of theory is ωB97M-V/def2-TZVPD.

## Properties
Highest occupied orbital energy in eV: -5.929

Geometry as ORCA input:
```
! wB97M-V def2-TZVPD RIJCOSX def2/J DEFGRID3
* xyz -1 1
O 3.854 1.607 1.082
O 4.173 -1.107 -1.079
O 1.750 3.518 2.580
O -1.380 1.691 -0.017
O -4.055 -0.262 2.820
O -2.693 -0.384 0.185
O 2.265 -5.244 1.388
O 0.313 -2.085 -2.061
O -1.721 -1.858 2.537
O -1.993 0.099 -3.153
O 2.074 -0.109 0.316
O -1.185 4.319 -1.539
O -4.620 -2.078 -0.730
O -1.520 1.798 2.883
O 1.972 -2.787 2.341
O 2.768 2.195 -3.242
O 0.014 1.758 -4.896
H -0.593 -1.800 -1.909
H 0.681 1.162 -5.219
H -2.170 -1.145 -0.044
H -1.071 1.999 0.830
H 1.286 -0.530 -0.038
H -1.187 -0.198 -2.731
H 3.919 0.736 0.695
H -2.632 0.112 -2.431
H 1.882 0.399 1.104
H -2.109 0.962 0.116
H 3.621 2.049 0.252
H 1.059 -2.895 2.611
H -3.397 0.313 2.434
H -4.682 -0.222 2.128
H -0.867 1.419 -4.736
H -1.957 -1.623 3.434
H 2.694 -5.200 0.531
H -4.519 -2.763 -0.087
H 2.231 2.982 3.217
H 2.989 1.353 -3.643
H 2.682 -2.943 2.960
H 2.052 3.161 1.737
H -4.261 -1.193 -0.526
H -0.652 2.135 3.093
H -0.982 3.563 -0.986
H -2.299 -1.424 1.902
H 1.902 -4.333 1.486
H -2.135 4.209 -1.546
H 3.953 -0.963 -0.163
H -1.356 0.843 2.902
H 3.525 -0.718 -1.665
H 1.894 2.331 -3.610
H 0.483 -2.846 -1.512
*
```

Model B:
This record from the Open Molecules 2025 dataset describes a 17-piece molecular cluster, H33O17 overall. The level of theory is ωB97M-V/def2-TZVPD.

## Properties
Highest occupied orbital energy in eV: -6.488

Geometry as ORCA input:
```
! wB97M-V def2-TZVPD RIJCOSX def2/J DEFGRID3
* xyz -1 1
O 2.097 -0.142 1.286
O 1.907 -3.682 2.622
O 1.879 0.625 -2.993
O -1.999 0.810 0.045
O 2.089 -2.146 -1.829
O 3.751 -0.228 -0.748
O -1.971 4.025 -0.843
O -0.462 -2.344 4.868
O 1.743 2.853 -4.427
O 1.068 2.671 1.491
O 0.463 4.268 -2.190
O -4.605 0.385 0.824
O -0.527 -0.531 1.914
O -0.847 1.095 5.367
O -3.649 -1.543 -0.462
O -1.497 -5.637 -2.941
O -0.313 0.325 -2.004
H -4.699 1.171 1.381
H -1.510 0.300 -0.647
H -0.034 -0.316 1.118
H -0.822 0.022 -2.753
H -0.350 1.748 4.853
H 2.297 -1.238 -1.557
H -1.431 1.028 0.768
H 1.447 2.401 0.647
H 0.846 1.802 1.855
H -1.775 -5.459 -2.049
H 1.992 2.035 -3.873
H -1.138 -2.848 5.314
H 3.668 -0.164 -1.711
H 0.739 0.603 -2.289
H 1.150 -3.578 3.226
H 3.775 -1.166 -0.542
H -1.188 4.520 -1.125
H 2.673 3.123 -4.452
H 2.576 0.281 0.544
H -3.728 0.148 1.164
H 0.590 4.310 -3.153
H -4.533 -1.417 -0.135
H -1.708 3.161 -0.517
H 1.416 -1.869 -2.472
H -3.131 -0.803 -0.644
H 0.398 3.298 -2.224
H -0.297 -1.415 2.197
H 2.423 -1.041 1.350
H 1.894 0.185 -3.814
H -1.625 -4.969 -3.601
H 1.373 -3.970 1.866
H -0.131 0.838 5.963
H -0.280 -1.525 5.333
*
```

Stability summary: most stable model A, least stable model B.

Model A:
This record from the Open Molecules 2025 dataset describes an isolated ion of composition C3H5N2O3S and charge +1. The level of theory is ωB97M-V/def2-TZVPD.

## Properties
Highest occupied orbital energy in eV: -13.645

Geometry as ORCA input:
```
! wB97M-V def2-TZVPD RIJCOSX def2/J DEFGRID3
* xyz 1 1
S 0.903 -0.816 -0.904
O 0.138 0.990 1.018
O 0.057 -3.169 -0.401
O -1.025 -2.997 1.449
N 0.076 1.779 -1.150
N -0.428 -2.569 0.531
C -0.439 -0.158 1.345
C 0.864 1.141 -0.106
C -0.186 -1.158 0.468
H 0.326 2.617 -1.690
H 1.854 1.540 -0.174
H -0.043 0.917 -1.780
H -1.239 -0.268 2.120
H -0.858 2.150 -0.725
*
```

Model B:
This record from the Open Molecules 2025 dataset describes C3H5N2O3S as an isolated structure. The level of theory is ωB97M-V/def2-TZVPD.

## Properties
Highest occupied orbital energy (alpha / beta) in eV: -11.830 / -12.280

Geometry as ORCA input:
```
! wB97M-V def2-TZVPD RIJCOSX def2/J DEFGRID3
* xyz 1 1
S 1.647 1.488 0.006
O 3.577 -1.317 0.013
O 3.186 0.950 0.078
O -0.713 -0.778 -0.247
N 2.834 -0.406 0.039
N -2.596 0.548 -0.022
C -1.122 0.454 -0.077
C 1.539 -0.301 0.049
C 0.492 -1.159 -0.135
H -2.810 -0.400 -0.315
H -3.214 0.782 0.793
H -0.614 1.161 0.662
H -2.743 1.245 -0.741
H 0.537 -2.268 -0.104
*
```

Stability summary: most stable model A, least stable model B.